[1]
61
Properties=species:S:1:pos:R:3:mulliken_charge:R:1 method="wB97M-V/def2-TZVPD" e_tot_ha=-2016.50154 fmax_ev_per_a=8.65 charge=+1 gap_ha=0.2591
C 3.6420 -0.2215 1.6161 -1.074
C 3.3494 1.0539 0.6768 -0.005
C 2.3181 2.1074 1.3178 -0.413
C 1.2614 2.6957 0.2188 -0.562
O -0.1202 2.4424 0.6127 -0.203
N -0.5534 1.2568 0.1128 0.188
C -1.7841 0.9130 0.4219 0.096
N -2.7236 1.7213 1.2630 -0.427
C -4.0265 1.5928 0.4643 -0.436
C -3.7950 0.3813 -0.6102 -0.467
N -2.6057 -0.2424 0.0552 0.030
S -1.8494 -1.5776 -0.7169 0.869
O -0.9130 -1.2239 -1.8307 -0.587
O -2.9670 -2.3930 -1.3318 -0.510
C -1.1040 -2.6661 0.6051 0.676
F -0.4328 -3.7876 0.0741 -0.169
F -0.3347 -1.9615 1.5392 -0.194
F -2.2036 -3.2109 1.3235 -0.200
H 4.0961 -1.0678 0.9841 0.323
H 2.6557 -0.6160 2.0572 0.213
H 4.4044 0.0174 2.4329 0.317
H 4.3660 1.5722 0.5300 -0.107
H 3.0313 0.6590 -0.3521 0.304
H 1.7119 1.6339 2.1718 0.471
H 2.9515 2.9725 1.7240 0.208
H 1.4441 3.8313 0.2183 0.308
H 1.5521 2.2924 -0.8046 0.367
H 0.0237 0.6355 -0.4784 0.329
H -2.9044 1.0036 1.9991 0.344
H -4.8681 1.2594 1.1564 0.307
H -4.1654 2.6399 0.0505 0.303
H -3.4335 0.9410 -1.5329 0.310
H -4.6665 -0.3192 -0.8025 0.367
O 3.8655 3.8794 -0.4957 -0.522
C 4.9514 4.3579 -0.2455 0.795
O 5.0473 5.3965 0.5999 -0.379
C 6.2884 5.8879 1.1362 -0.375
C 6.9137 6.9125 0.2124 -0.973
C 6.1909 3.8746 -0.9423 -1.156
H 6.9690 5.0674 1.3735 0.329
H 6.0399 6.3658 2.0863 0.314
H 7.1745 6.4753 -0.7535 0.274
H 7.8189 7.3296 0.6584 0.362
H 6.2121 7.7261 0.0140 0.302
H 6.3330 4.4415 -1.8635 0.335
H 6.0574 2.8197 -1.1920 0.336
H 7.0863 3.9300 -0.3266 0.387
O -7.8966 -7.8268 -1.6523 -0.549
C -6.8297 -7.3295 -1.3864 0.711
O -6.7656 -6.2844 -0.5361 -0.378
C -5.5456 -5.7716 0.0173 -0.606
C -4.9251 -4.7353 -0.8974 -0.281
C -5.5693 -7.7888 -2.0640 -0.873
H -4.8532 -6.5791 0.2652 0.370
H -5.8173 -5.2981 0.9638 0.346
H -4.6418 -5.1680 -1.8589 0.239
H -4.0355 -4.3017 -0.4387 -0.107
H -5.6387 -3.9346 -1.1072 0.276
H -5.4236 -7.2194 -2.9833 0.235
H -5.6787 -8.8457 -2.3151 0.306
H -4.6844 -7.7163 -1.4343 0.304


[2]
53
Properties=species:S:1:pos:R:3:mulliken_charge:R:1 method="wB97M-V/def2-TZVPD" relative_energy_ev=0.1052 e_tot_ha=-1729.67459 multiplicity=3 fmax_ev_per_a=4.82 gap_ha="0.2802 / 0.2225"
P 0.4585 -3.2355 1.1740 1.122
P 0.5742 3.5366 1.8640 0.211
C 1.4003 0.9002 0.7453 -1.311
C 1.6849 2.3762 0.8488 -0.724
H 2.1293 0.4618 0.0251 0.515
H 1.5061 0.4168 1.7260 0.500
H 2.6902 2.5271 1.3030 0.505
H 1.7624 2.7636 -0.1860 0.427
C -0.3727 4.1689 0.4177 -1.186
H -0.6236 5.2053 0.6185 0.506
H -1.3296 3.6643 0.2976 0.126
H 0.1545 4.1108 -0.5289 0.569
C 1.6904 4.9862 2.0709 -1.055
H 1.5583 5.6111 1.1856 0.316
H 2.7068 4.6150 2.1879 0.320
H 1.3818 5.4964 2.9879 0.337
C -0.6498 -4.5797 0.6484 -1.392
H -0.5890 -5.4310 1.3357 0.432
H -0.3910 -4.8735 -0.3790 0.324
H -1.6888 -4.2091 0.6313 0.339
C 2.1651 -3.8501 1.1321 -1.310
H 2.8358 -2.9966 1.3000 0.307
H 2.3846 -4.2595 0.1376 0.344
H 2.2815 -4.5938 1.9261 0.417
Pt -0.5018 0.0718 -0.1842 0.424
C -0.3532 1.4128 -1.7078 -0.580
C -1.7699 1.1698 -1.3593 0.294
C -2.6142 0.3562 -2.3034 -1.094
C -2.0781 -1.0972 -2.5362 -0.821
C -1.2006 -1.6007 -1.4091 -0.213
C 0.2386 -1.4163 -1.4465 0.451
C 0.9332 -0.6977 -2.5715 -1.199
C 0.3532 0.7431 -2.8714 -0.926
C 0.0780 -2.9509 2.9439 -1.301
H 0.0506 2.3581 -1.3461 0.226
H -2.2703 2.0126 -0.8636 0.402
H -2.6975 0.8954 -3.2589 0.368
H -3.6357 0.2979 -1.8911 0.348
H -2.9509 -1.7546 -2.6263 0.418
H -1.6070 -1.1538 -3.5249 0.293
H -1.5448 -2.5040 -0.8825 -0.081
H 0.8108 -2.1292 -0.8443 -0.084
H 0.8547 -1.2994 -3.4912 0.483
H 2.0052 -0.5911 -2.3049 0.291
H 1.2029 1.3816 -3.1534 0.425
H -0.3251 0.7199 -3.7268 0.282
H 0.6379 -2.0950 3.3471 0.324
H 0.3104 -3.8342 3.5503 0.458
H -0.9831 -2.6940 3.0451 0.295
F -2.3515 1.4021 1.6308 -0.234
C -1.4592 0.3604 1.6470 0.558
F -0.6390 0.5914 2.7295 -0.231
F -2.2135 -0.7667 1.9399 -0.214


[3]
52
Properties=species:S:1:pos:R:3:mulliken_charge:R:1 method="wB97M-V/def2-TZVPD" relative_energy_ev=6.2604 e_tot_ha=-1916.96846 fmax_ev_per_a=3.06 gap_ha=0.1812
P -3.1669 0.9763 0.3011 0.349
P 3.4308 -1.1645 2.2343 1.037
C 1.0581 -0.6421 0.9259 -0.917
C 1.7281 -1.6239 1.7380 -0.652
H 1.6512 -0.1387 0.1651 -0.306
H 0.0269 -0.9334 0.6954 0.549
H 1.1462 -1.8316 2.6606 0.309
H 1.8862 -2.4992 1.0747 0.304
C 4.1986 -0.1656 0.9668 -1.196
H 5.1464 0.2105 1.3781 0.429
H 3.5490 0.7042 0.7713 0.293
H 4.3999 -0.7985 0.0859 0.384
C 4.1896 -2.7505 2.4358 -1.366
H 4.8944 -2.9322 1.6182 0.388
H 3.4202 -3.5316 2.4956 0.406
H 4.7658 -2.7824 3.3552 0.433
C -4.3793 2.3489 0.2453 -1.145
H -4.8006 2.4791 1.2563 0.379
H -5.1453 2.1790 -0.5255 0.396
H -3.8273 3.3057 0.0647 0.295
C -3.9593 -0.5349 0.9185 -1.293
H -3.2212 -1.3594 0.9221 0.306
H -4.8399 -0.8014 0.3051 0.335
H -4.1944 -0.3568 1.9855 0.397
Hg -0.0117 1.4466 -0.3388 0.942
C 0.3844 -1.0595 -1.8335 0.969
C 1.1724 -0.0060 -2.2115 -1.365
C 0.7659 1.0040 -3.2531 -0.566
C -0.7500 1.3091 -3.1917 -1.212
C -1.3776 1.5030 -1.8528 -1.083
C -2.4960 0.5396 -1.4514 -0.106
C -2.2797 -0.9385 -1.8433 -0.929
C -0.9156 -1.4222 -2.4622 -1.022
C -0.4601 2.0405 1.6766 -1.362
H 0.8616 -1.8149 -1.1811 0.307
H 2.2310 -0.1043 -2.0163 0.357
H 0.9728 0.6635 -4.2887 0.327
H 1.3226 1.9459 -3.0599 0.277
H -0.9057 2.3147 -3.5881 0.364
H -1.3695 0.6121 -3.7458 0.364
H -1.6540 2.5825 -1.7991 0.901
H -3.3830 0.8467 -2.0070 0.531
H -3.0344 -1.0840 -2.6381 0.227
H -2.5323 -1.6784 -1.0648 0.381
H -0.9158 -2.5281 -2.4383 0.510
H -0.8259 -1.1641 -3.5274 0.352
H -0.2206 1.1858 2.3358 0.166
H -1.4863 2.3855 1.7747 0.335
H 0.1776 2.9162 1.8863 0.371
S 2.4918 1.1950 5.7976 -0.334
C 2.9327 0.3094 4.5871 0.690
N 3.3479 -0.3572 3.6608 -0.508


[4]
55
Properties=species:S:1:pos:R:3:mulliken_charge:R:1 method="wB97M-V/def2-TZVPD" relative_energy_ev=0.0000 e_tot_ha=-3530.51835 fmax_ev_per_a=2.07 charge=+1 gap_ha=0.3172
Os -0.3658 0.3583 -0.0876 3.407
C -0.6693 -1.9737 0.4474 0.437
C -1.7503 -1.3992 -0.2500 0.846
C -1.2512 -1.0657 -1.5450 0.596
C 0.1616 -1.3593 -1.6065 0.065
C 0.5142 -1.9434 -0.3905 1.005
C 1.7859 -2.7010 -0.1736 -1.696
C 0.9682 -1.2888 -2.8622 -1.645
C -2.1323 -0.7677 -2.7138 -1.769
C -3.2007 -1.4482 0.1173 -1.843
C -0.8601 -2.7706 1.6955 -1.854
H 2.0717 -2.8133 0.8665 0.434
H 2.6164 -2.2673 -0.7284 0.428
H 1.6237 -3.7074 -0.5706 0.370
H 0.6837 -0.4234 -3.4575 0.516
H 0.7876 -2.1806 -3.4661 0.341
H 2.0371 -1.2364 -2.6643 0.405
H -2.5271 0.2422 -2.6746 0.293
H -2.9752 -1.4595 -2.7046 0.372
H -1.5952 -0.8905 -3.6531 0.443
H -3.7642 -0.7091 -0.4455 0.509
H -3.3554 -1.2242 1.1726 0.433
H -3.6063 -2.4423 -0.0854 0.336
H -1.1029 -3.7872 1.3676 0.409
H -1.7099 -2.4167 2.2741 0.442
H 0.0157 -2.8496 2.3333 0.419
C 0.6030 3.3503 -0.6484 -1.366
N 1.1250 1.9695 -0.4555 -0.095
C 1.8799 1.6210 -1.6706 -1.368
C 2.0388 2.0307 0.7110 -0.733
C 1.2310 1.7830 1.9460 -0.958
N 0.6822 0.3943 1.8725 -0.205
C 1.8154 -0.5288 2.0897 -1.183
C -0.2485 0.2534 3.0299 -1.054
H 1.4521 4.0169 -0.8150 0.528
H 0.0484 3.6779 0.2239 0.419
H -0.0509 3.3855 -1.5070 0.342
H 2.6628 2.3620 -1.8546 0.419
H 1.1967 1.6095 -2.5165 0.296
H 2.3323 0.6397 -1.5510 0.426
H 2.5064 3.0163 0.7638 0.462
H 2.8362 1.3008 0.5852 0.453
H 0.3921 2.4729 2.0042 0.278
H 1.8279 1.8823 2.8549 0.677
H 2.4165 -0.1726 2.9300 0.441
H 2.4372 -0.5949 1.2050 0.350
H 1.4388 -1.5108 2.3398 0.162
H 0.2953 0.4901 3.9476 0.494
H -0.6088 -0.7669 3.0925 0.292
H -1.0835 0.9318 2.9056 0.217
O -2.3784 3.8799 -0.4407 -0.615
Se -2.4632 2.2808 -0.3336 1.187
O -1.5518 1.6665 0.9643 -0.923
O -1.3335 1.5183 -1.4279 -1.010
O -3.8990 1.5653 -0.4399 -0.637